# 1
Below is 13 unconnected molecules or ions with the total composition C32H93N3O23, with properties calculated with ωB97M-V/def2-TZVPD.

Output
**Total charge**: 0
**Lowest unoccupied orbital energy**: 0.38 eV
**Energy above the lowest of the compared OMol25 structures with the same formula, charge and spin**: 0.00 kcal/mol
**F_max**: 3.3 eV Å⁻¹

Geometry as XYZ:
```
151
Properties=species:S:1:pos:R:3:forces:R:3
C 2.96507 -3.22156 -4.20378 0.12 1.46 0.46
C 4.44488 -3.14283 -3.84228 -0.24 0.59 -0.59
C 5.09028 -1.87213 -4.40521 -0.45 -0.66 -0.36
O 4.69921 -1.62416 -5.75443 0.97 0.61 0.10
C 5.64709 -0.66525 -6.25738 0.44 -2.80 -0.10
N 4.75938 -3.11676 -2.42291 -0.56 -2.13 0.60
H 2.65938 -2.20419 -3.88082 -0.96 -0.66 0.00
H 2.48326 -4.04638 -3.65031 -0.04 0.48 -0.35
H 2.81364 -3.25643 -5.29406 0.01 -0.28 0.46
H 4.84268 -4.04105 -4.31791 0.89 0.11 0.27
H 6.14870 -2.01269 -4.36267 1.00 -0.36 -0.08
H 4.95507 -0.98737 -3.77254 -0.73 -0.06 0.11
H 5.49881 0.24989 -5.81249 -0.33 2.32 1.14
H 5.56975 -0.56824 -7.31270 -0.35 -0.06 -0.93
H 6.66923 -1.02401 -6.02056 -0.33 0.26 -0.19
H 4.38953 -4.00696 -2.02320 0.78 0.83 -0.26
H 4.21438 -2.45567 -1.88023 -0.11 0.58 -0.48
C 4.99017 -1.78237 1.48418 -0.08 0.41 -0.65
C 4.27794 -3.04770 1.84345 -0.07 -2.02 1.88
C 4.43731 -4.33569 0.96154 0.40 0.95 0.39
O 3.59868 -4.33564 -0.15475 -0.56 0.50 -0.65
C 2.34059 -4.94263 0.08482 0.85 -0.70 0.64
N 4.80487 -3.57434 3.15036 0.25 1.66 -0.29
H 5.99267 -1.79825 1.81237 1.41 -0.32 0.27
H 4.59337 -0.85277 1.91064 -0.49 -0.42 0.02
H 4.99992 -1.67597 0.41163 -0.04 0.25 -0.54
H 3.22327 -2.77764 1.86922 -0.49 -0.37 0.16
H 4.13148 -5.21329 1.58088 0.73 0.48 -0.21
H 5.50411 -4.37253 0.62841 -0.85 -0.34 0.20
H 2.51073 -6.01832 0.02363 -0.39 -0.31 -0.39
H 1.60396 -4.59661 -0.62300 -0.05 0.12 -0.35
H 1.97384 -4.80232 1.09853 -0.07 0.56 0.13
H 4.54619 -4.51220 3.41897 -0.31 0.45 0.19
H 4.90104 -2.87231 3.90043 -0.34 -0.97 -0.60
C -5.13829 4.97383 4.67817 -0.04 0.39 -0.93
C -4.96966 3.58032 4.05374 1.56 -0.02 1.13
C -4.35355 3.60126 2.63715 -0.33 0.94 0.74
O -3.01392 4.01603 2.87437 0.13 1.39 -0.59
C -2.26694 4.55836 1.79053 -1.24 -1.17 -0.98
N -4.10320 2.70460 4.87522 1.63 -0.18 -0.77
H -4.24232 5.52932 4.94799 0.40 -0.52 0.07
H -5.79494 4.93067 5.53642 -0.13 -0.05 0.25
H -5.59867 5.61946 3.93361 -0.43 0.14 -0.04
H -5.91465 3.10576 4.17701 -1.06 -0.34 -0.92
H -4.98684 4.31475 2.03943 0.92 -0.54 0.09
H -4.23075 2.63338 2.18293 -0.76 -0.52 -0.31
H -2.76497 5.25033 1.09802 -0.45 0.34 0.76
H -1.92526 3.80282 1.09656 0.02 -0.89 -0.08
H -1.38893 4.96382 2.18001 1.20 1.05 0.81
H -4.19846 2.87881 5.84213 -1.12 0.05 1.41
H -3.13462 3.04193 4.80468 -0.27 -0.24 -0.78
C -0.17696 1.04776 -4.57922 -2.59 1.24 -0.07
C 1.18890 1.58391 -4.72388 1.13 1.03 -0.64
O 1.83936 1.43283 -3.45378 0.44 -0.96 -1.14
O -0.81381 1.81460 -3.52828 -0.25 -0.38 -0.30
H -0.24383 0.03324 -4.26448 0.60 -1.10 0.07
H -0.82808 1.10330 -5.50027 0.89 0.21 0.63
H 1.21298 2.70319 -4.98003 -0.31 -1.58 0.16
H 1.74358 1.06708 -5.52037 0.05 0.01 0.35
H 1.72716 2.28605 -3.07201 -0.10 1.32 1.04
H -0.94988 1.18656 -2.76969 0.22 0.74 -0.58
C -1.82594 -4.53432 1.82306 -0.85 -0.39 0.96
C -2.62291 -5.87213 1.93461 0.45 0.26 -1.02
O -2.68912 -6.47820 0.58850 0.53 0.53 1.09
O -0.42483 -4.72041 1.48610 -1.48 0.13 0.21
H -1.92090 -4.03243 2.82584 0.53 -0.43 -1.00
H -2.36663 -3.87113 1.12238 0.47 -0.26 -0.02
H -3.67723 -5.73487 2.22859 0.54 0.36 0.21
H -2.11212 -6.52716 2.67051 -0.25 0.16 -0.57
H -2.60451 -7.42291 0.70920 -0.01 -0.27 -0.13
H -0.41808 -5.11320 0.60307 -0.03 -0.02 0.14
C 4.80204 1.35294 -1.75793 -0.03 0.90 -0.70
C 4.78047 1.92917 -0.39192 -0.38 0.43 1.02
O 3.57344 2.67470 -0.19975 -0.40 -0.33 -0.04
O 3.79947 0.43301 -1.87608 0.06 -2.71 1.89
H 5.75991 0.97344 -2.00437 1.20 -0.97 0.02
H 4.62657 2.07126 -2.53360 0.03 1.26 -0.18
H 5.51214 2.71165 -0.26397 0.75 -0.10 0.00
H 4.94247 1.12094 0.38938 -0.37 0.83 -0.79
H 2.81433 2.13619 -0.48741 0.54 -0.01 0.18
H 3.16394 0.62602 -2.53003 -1.16 0.72 -1.58
C -4.05146 -2.12543 -2.13448 0.02 -1.20 0.29
C -3.16898 -3.41904 -2.26894 -0.54 1.23 0.75
O -3.75107 -4.33449 -1.35346 0.33 -0.06 -0.30
O -3.47283 -1.00826 -2.68188 0.66 1.31 -0.88
H -4.25517 -1.97420 -1.08243 0.10 -0.16 0.64
H -5.05964 -2.21268 -2.57707 0.55 -0.46 -0.16
H -2.09584 -3.21899 -2.04318 -0.58 0.27 0.29
H -3.14658 -3.76286 -3.28663 -0.36 -0.41 -0.65
H -3.13291 -5.05479 -1.20959 -0.10 -0.33 0.21
H -2.73095 -0.68752 -2.14737 -0.02 -0.14 -0.09
C 1.00208 4.97440 -1.87074 -2.37 0.35 0.38
C -0.21251 4.50312 -1.04452 2.36 -0.22 1.40
O -0.05869 3.09455 -0.83783 0.27 -0.33 0.58
O 1.08519 4.28264 -3.08079 0.51 -0.41 -1.21
H 1.95128 4.90518 -1.34891 -0.03 -0.39 0.22
H 0.77101 6.05229 -1.95538 0.39 -0.07 -0.63
H -1.16714 4.63990 -1.47438 -0.91 0.65 -0.92
H -0.11325 5.11706 -0.10799 -0.41 -0.84 -0.38
H -0.90132 2.61549 -0.77696 -0.01 0.58 -0.16
H 0.26600 3.84250 -3.38775 0.13 0.42 0.80
C 1.54769 3.91641 2.62549 -0.54 0.71 -0.70
C 1.95002 2.50292 2.31541 1.63 0.83 0.34
O 1.24393 1.89310 1.29701 -0.64 -0.29 -1.98
O 1.90490 4.83956 1.53065 0.15 -0.86 0.83
H 2.06509 4.16366 3.56178 -0.11 0.35 -0.16
H 0.43213 4.00246 2.78973 1.25 0.03 -0.31
H 1.74155 1.89393 3.16930 0.15 -0.36 0.83
H 3.08603 2.55447 2.14985 -1.43 -0.48 -0.04
H 1.07049 2.45597 0.49080 -0.01 -0.17 1.06
H 2.82164 4.64154 1.23043 -0.88 -0.08 0.37
C -4.21385 -0.27480 1.67118 0.54 -1.35 0.22
C -5.00340 -0.12981 2.93925 -0.30 0.70 0.66
O -4.22170 -0.23899 4.13396 -0.34 -0.03 -0.60
O -3.12193 0.60235 1.52176 -0.54 1.05 0.04
H -4.87154 -0.20157 0.81098 -0.26 -0.01 -0.20
H -3.77455 -1.25101 1.72571 -0.01 -0.99 -0.40
H -5.80789 -0.87650 3.03190 0.26 0.21 -0.47
H -5.44344 0.86597 2.88396 -0.37 0.09 0.41
H -4.02094 0.67912 4.37291 0.23 0.36 0.41
H -2.30232 0.10031 1.53187 0.56 -0.16 0.32
C -0.97156 -2.12270 4.57545 -1.53 1.55 0.52
C -0.14993 -0.93446 5.11089 -0.91 0.12 -0.46
O 0.63898 -0.38989 4.07949 0.70 0.44 -0.04
O -1.94267 -1.64857 3.60428 -0.75 -0.07 0.86
H -1.55296 -2.52295 5.39479 0.14 -0.48 0.47
H -0.39695 -2.89367 4.11206 0.66 -0.42 -0.33
H 0.57029 -1.19679 5.90447 -0.61 -0.07 -0.07
H -0.91869 -0.16913 5.47607 1.03 -0.84 -0.21
H 0.25431 -0.55951 3.21588 -0.55 -0.04 -0.08
H -2.82509 -1.40277 4.05532 1.85 -0.08 -0.82
C 0.28906 -0.52642 -1.09524 -0.15 0.06 0.08
C 0.04579 -1.12182 0.28988 0.54 -1.18 -1.51
O -0.50641 -0.23606 1.17673 0.00 1.26 0.89
O -0.93281 0.10238 -1.50441 -0.36 -0.27 0.04
H 0.46056 -1.40174 -1.75861 0.19 0.85 0.06
H 1.09548 0.25000 -1.16518 -0.40 -0.98 0.18
H 0.96839 -1.53970 0.64841 0.70 -0.25 0.33
H -0.63614 -1.95766 0.17640 -0.29 -0.18 -0.01
H 0.18884 0.44404 1.30093 -0.30 0.61 0.31
H -1.33831 0.53868 -0.73425 0.16 -0.20 -0.20
C -3.94413 3.11462 -2.61803 0.43 -1.86 0.79
C -4.36206 2.15651 -1.47277 -0.92 0.66 -0.32
O -3.15084 1.77144 -0.89978 1.07 0.08 0.37
O -5.00499 3.30274 -3.47572 -1.13 0.49 -1.09
H -3.09887 2.58305 -3.11524 -0.33 0.61 0.34
H -3.63418 4.06862 -2.25497 0.44 0.73 0.44
H -4.81411 1.28939 -1.99471 -0.17 0.31 0.45
H -5.11120 2.60766 -0.69987 1.24 -0.62 -1.32
H -3.26061 1.28489 -0.07472 -0.22 -0.04 0.64
H -4.86478 2.76170 -4.25114 -0.15 -0.10 -0.18
```
Forces are in eV/Å.

Löwdin atomic charge list, values in e, 8 entries: C -0.060; C -0.444; C -0.221; O -0.174; C -0.089; N 0.049; H 0.077; H 0.077


# 2
Below is 16 unconnected molecules or ions with the total composition C32H96O16, with properties calculated with ωB97M-V/def2-TZVPD.

Output
**Total charge**: 0
**Lowest unoccupied orbital energy**: 0.20 eV
**Energy above the lowest of the compared OMol25 structures with the same formula, charge and spin**: 57.96 kcal/mol
**F_max**: 1.9 eV Å⁻¹

Geometry as XYZ:
```
144
Properties=species:S:1:pos:R:3:forces:R:3
C 2.97358 0.36551 -3.47765 0.42 -0.56 0.21
C 4.06862 -0.19964 -4.39422 -0.69 0.13 0.55
O 5.35006 -0.01285 -3.83791 0.20 -0.24 -0.01
H 3.04144 -0.15167 -2.51414 0.14 0.19 0.08
H 1.97279 0.12010 -3.83067 -0.01 0.35 -0.33
H 3.11803 1.43070 -3.30901 -0.18 0.05 -0.04
H 4.03121 0.30220 -5.36207 0.11 -0.14 -0.07
H 3.85613 -1.26929 -4.51266 0.09 0.02 -0.34
H 5.50598 -0.77202 -3.24241 -0.06 0.44 -0.17
C 3.80046 -3.54941 -2.32883 -0.22 0.22 -0.13
C 5.27851 -3.41631 -2.00616 -0.08 -1.01 0.07
O 5.63458 -2.04084 -1.99131 0.03 0.03 0.30
H 3.27772 -2.70326 -1.87654 -0.01 0.13 -0.33
H 3.27668 -4.40975 -1.91583 0.57 -0.26 0.20
H 3.64261 -3.60381 -3.40648 -0.12 0.42 -0.01
H 5.88853 -3.94878 -2.74060 -0.03 0.02 -0.12
H 5.48370 -3.90934 -1.05122 0.06 0.35 0.19
H 6.49624 -1.93680 -1.57331 -0.04 -0.03 -0.05
C -2.56136 -4.62625 -2.13766 0.05 -0.16 0.03
C -4.02871 -4.34149 -2.36730 -0.06 0.33 -0.11
O -4.72214 -4.55728 -1.13645 -0.06 0.11 -0.23
H -2.20037 -4.02079 -1.30174 -0.02 0.04 0.01
H -1.96806 -4.36540 -3.01519 -0.09 -0.01 -0.06
H -2.37734 -5.67233 -1.88685 -0.11 -0.03 -0.04
H -4.49700 -4.93968 -3.15476 0.33 -0.19 0.00
H -4.12649 -3.29268 -2.67621 -0.13 -0.17 0.01
H -5.65561 -4.37144 -1.28281 0.02 -0.04 0.15
C 4.81600 4.24389 -0.59483 -0.18 0.47 -0.32
C 3.30895 4.46082 -0.70766 0.35 -0.51 0.35
O 2.65802 3.42901 0.07121 -0.20 0.30 -1.03
H 5.09335 4.03532 0.43654 0.05 -0.02 0.04
H 5.35898 5.13721 -0.91558 -0.05 -0.01 0.04
H 5.14213 3.42904 -1.23892 -0.04 -0.17 0.12
H 2.98558 4.38953 -1.74747 -0.02 0.01 0.01
H 3.00575 5.44066 -0.33210 0.04 0.00 0.10
H 1.94107 3.09803 -0.49987 0.03 0.03 0.32
C -2.94082 -3.23655 1.75358 0.16 -0.02 -0.46
C -3.02726 -4.72440 1.99799 0.36 -0.62 0.56
O -4.23088 -5.29406 1.53923 0.05 -0.10 -0.33
H -1.90294 -2.90085 1.79280 -0.10 0.21 0.47
H -3.60195 -2.70462 2.43502 0.19 0.21 0.03
H -3.24501 -2.99008 0.73156 -0.19 -0.19 0.00
H -2.95996 -4.98734 3.05937 -0.30 0.45 0.13
H -2.12836 -5.24630 1.63592 -0.22 0.06 -0.70
H -4.30254 -5.11775 0.58391 -0.04 -0.03 0.30
C 0.80905 2.80593 3.98700 0.02 -0.02 -0.63
C 0.91804 1.45043 4.60932 0.40 -0.90 0.54
O 0.06488 1.40299 5.76286 0.15 -0.11 -0.20
H 1.56719 2.89861 3.20565 -0.11 0.02 -0.07
H 0.95417 3.62848 4.68483 0.01 -0.17 0.23
H -0.18828 2.89183 3.54924 0.04 0.22 -0.05
H 1.94155 1.14439 4.86280 0.09 0.67 0.36
H 0.67188 0.63702 3.91092 -0.56 0.33 -0.18
H 0.45505 0.81059 6.41053 -0.07 -0.03 0.00
C 0.42347 5.06783 -3.67688 0.08 -0.24 0.30
C 0.80591 3.59736 -3.52651 -0.67 -0.13 0.41
O 0.60497 3.17155 -2.16885 0.14 -0.16 0.06
H 0.24753 5.38855 -4.70289 0.32 -0.09 -0.10
H 1.23646 5.63099 -3.21667 -0.17 0.37 -0.15
H -0.49276 5.28531 -3.12663 0.01 -0.12 0.08
H 1.86204 3.45694 -3.75483 -0.04 -0.12 -0.12
H 0.19740 2.92150 -4.13273 0.16 0.20 -0.41
H -0.30863 2.83858 -2.10971 0.04 0.25 0.19
C -4.73180 -0.71105 -0.74664 -0.50 0.78 -0.65
C -3.49370 -0.84707 -1.61532 0.14 -0.69 0.85
O -2.39207 -0.20440 -0.95847 -1.06 0.25 1.14
H -5.59729 -1.18668 -1.21835 0.15 -0.27 0.10
H -5.03000 0.33838 -0.66364 0.18 0.04 0.11
H -4.57809 -1.09357 0.25825 0.08 -0.19 -0.04
H -3.56704 -0.42873 -2.62345 -0.28 -0.09 0.08
H -3.27307 -1.92056 -1.67771 0.13 0.30 -0.25
H -1.67337 -0.83859 -0.81100 -0.08 -0.15 0.72
C -3.38376 2.07790 2.13821 0.00 -0.14 -0.69
C -4.44691 1.80506 3.18802 0.18 0.12 -0.19
O -4.50461 2.89422 4.10841 0.00 -0.38 0.18
H -3.63099 2.97161 1.56276 0.04 0.19 0.25
H -3.26970 1.29806 1.37624 -0.19 -0.26 0.26
H -2.39432 2.20608 2.58179 -0.07 0.09 0.15
H -4.26325 0.85091 3.68837 0.10 0.03 0.19
H -5.44388 1.72137 2.75549 0.03 0.12 -0.16
H -3.77254 2.77985 4.72467 -0.05 0.15 -0.02
C 0.60594 0.33130 0.35814 0.19 0.40 -0.65
C 1.02843 -1.11452 0.19225 -0.81 -0.21 0.07
O -0.08427 -1.82001 -0.39701 0.03 -0.20 1.05
H -0.45149 0.41772 0.60303 0.03 -0.13 0.44
H 0.70839 0.87310 -0.58868 0.07 -0.11 -0.06
H 1.22534 0.87344 1.07179 -0.17 -0.11 0.14
H 1.26555 -1.58200 1.15348 0.12 0.07 0.00
H 1.88427 -1.21839 -0.47832 0.23 0.13 0.16
H 0.21434 -2.72979 -0.60081 -0.10 0.31 0.09
C 4.69307 0.44275 3.20634 0.22 -0.32 -0.94
C 4.03372 1.15140 2.03530 -0.67 0.31 0.62
O 3.87614 2.52726 2.36030 0.35 0.03 -0.35
H 4.01035 0.37938 4.04928 0.16 0.16 0.18
H 5.63679 0.92671 3.45572 -0.13 0.09 0.25
H 4.93588 -0.57304 2.87587 -0.06 -0.04 0.21
H 3.02744 0.73028 1.90368 0.16 -0.23 -0.16
H 4.57026 1.02343 1.09314 0.22 -0.02 0.03
H 3.59791 2.96891 1.53387 -0.22 -0.19 0.40
C -1.34127 4.94793 0.90212 0.92 -0.42 -0.16
C 0.13354 5.20076 1.20015 -0.30 0.26 -0.36
O 0.27311 6.36060 2.02373 -0.14 -0.03 0.14
H -1.43029 4.18604 0.12119 0.19 -0.18 0.21
H -1.81917 5.82986 0.47902 -0.16 0.18 0.55
H -1.76419 4.54476 1.81978 -0.63 0.41 -0.10
H 0.67984 5.37886 0.26990 0.07 -0.17 0.01
H 0.53963 4.32649 1.70663 0.18 -0.01 -0.15
H 0.94191 6.18730 2.68978 0.03 0.01 -0.02
C 0.59015 -4.90296 1.37367 -0.14 0.10 -0.33
C 0.55991 -5.46808 -0.02616 0.72 -0.39 -0.31
O 1.01534 -4.44593 -0.93970 -0.51 -0.07 0.06
H 0.04187 -5.55103 2.05556 0.11 0.02 0.08
H 0.11195 -3.92280 1.35085 -0.06 0.01 0.23
H 1.61913 -4.78552 1.71137 -0.02 0.01 0.06
H -0.41819 -5.84854 -0.33542 -0.08 0.25 0.19
H 1.27158 -6.29993 -0.11424 -0.20 -0.06 0.13
H 0.81202 -4.75182 -1.83215 0.11 0.16 0.02
C 0.30050 -1.79389 -2.95806 -0.06 0.01 0.16
C -0.61528 -0.59268 -3.02765 0.47 0.92 -0.79
O -1.38112 -0.52980 -4.24526 -0.18 -0.29 0.17
H -0.28236 -2.63458 -2.57261 0.21 -0.22 -0.57
H 1.07603 -1.60200 -2.21412 0.02 -0.09 -0.53
H 0.77156 -2.00562 -3.91598 -0.09 -0.11 -0.14
H -0.03599 0.33874 -2.99913 0.20 -0.06 0.22
H -1.30618 -0.51277 -2.18868 0.93 -0.25 -1.59
H -0.82377 -0.10102 -4.89928 -0.08 -0.07 -0.12
C -3.47993 4.42928 -1.92649 0.27 -0.18 -0.53
C -3.57117 2.90931 -1.86202 -0.10 0.84 -0.10
O -2.25774 2.36859 -1.89322 -0.18 -0.81 0.41
H -2.83981 4.83730 -1.14715 -0.21 -0.13 0.02
H -4.46114 4.90068 -1.87863 -0.03 -0.07 0.04
H -3.02323 4.69293 -2.88455 -0.06 0.13 0.01
H -4.12932 2.55337 -2.73606 -0.12 -0.08 0.12
H -4.11604 2.63633 -0.95170 0.17 -0.27 0.01
H -2.34052 1.43000 -1.58607 0.47 0.69 -0.16
C -0.97954 -1.76313 4.24205 0.19 0.73 0.55
C -0.48276 -3.03715 4.86955 -0.31 -0.48 0.17
O -1.28347 -3.32458 6.02403 0.15 0.09 -0.15
H -0.41466 -1.50992 3.34257 -0.27 -0.24 -0.23
H -0.85111 -0.90329 4.90211 0.14 -0.09 0.23
H -2.05451 -1.81007 4.07629 0.09 -0.20 -0.38
H 0.56511 -3.00133 5.18832 0.03 0.23 -0.30
H -0.60035 -3.85689 4.14565 0.16 0.02 0.04
H -0.83157 -4.02236 6.50689 -0.16 -0.02 0.08
```
Forces are in eV/Å.

Löwdin atomic charge list, values in e, 8 entries: C -0.066; C -0.314; O -0.090; H 0.062; H 0.049; H 0.066; H 0.109; H 0.099